# 1
29
Properties=species:S:1:pos:R:3:mulliken_charge:R:1 method="wB97M-V/def2-TZVPD" de_lowest_ev=5.956 homo_lumo_gap_ev=7.32 lumo_energy_ev=-3.1 charge=+1 max_force_ev_per_a=4.66
C -1.853 -1.939 0.244 -1.08
C -2.818 0.594 1.151 -1.19
C -2.332 1.603 -0.970 -1.00
C 2.486 0.433 -1.458 -0.98
C 3.706 0.025 0.517 -0.82
C -1.739 -0.723 -0.489 0.32
C 1.027 -0.597 0.355 -0.60
N -2.320 0.416 -0.227 0.26
N 2.428 -0.380 -0.252 -0.07
O 0.521 0.511 1.100 -0.46
H -0.883 -2.437 0.656 0.23
H -2.318 -2.734 -0.403 0.36
H -2.524 -1.802 1.065 0.37
H -3.862 0.089 1.154 0.40
H -2.139 0.273 1.921 0.33
H -3.026 1.656 1.306 0.42
H -3.259 1.775 -1.565 0.31
H -2.086 2.487 -0.270 0.37
H -1.566 1.621 -1.654 0.41
H 3.188 0.121 -2.131 0.43
H 1.422 0.450 -1.915 0.19
H 2.750 1.397 -1.108 0.43
H 4.577 0.271 -0.194 0.33
H 3.535 0.922 1.129 0.34
H 4.059 -0.822 1.153 0.31
H -1.508 -0.831 -1.548 0.38
H 1.212 -1.438 0.970 0.37
H 2.494 -1.368 -0.565 0.35
H 0.827 0.428 2.028 0.27


# 2
31
Properties=species:S:1:pos:R:3:mulliken_charge:R:1 method="wB97M-V/def2-TZVPD" de_lowest_ev=0.455 homo_lumo_gap_ev=2.97 lumo_energy_ev=-17.4 charge=+3 max_force_ev_per_a=3.64
Tl -1.617 -0.068 -0.656 1.04
C -1.928 -1.928 2.822 -0.68
O -1.125 -1.903 1.640 -0.15
C 0.035 -2.679 1.733 -0.52
C 0.636 -2.813 0.338 -0.69
N 0.987 -1.545 -0.320 0.05
C 1.975 -0.706 0.361 -0.51
C 2.299 0.564 -0.409 -0.70
O 1.072 1.291 -0.477 -0.13
C 1.234 2.696 -0.599 -0.60
H -2.736 -1.209 2.699 0.28
H -1.349 -1.710 3.726 0.35
H -2.396 -2.915 2.951 0.36
H -0.135 -3.691 2.127 0.48
H 0.728 -2.209 2.448 0.43
H -0.061 -3.355 -0.306 0.37
H 1.524 -3.464 0.413 0.45
H 1.478 -1.782 -1.202 0.35
H 2.939 -1.209 0.560 0.47
H 1.624 -0.395 1.353 0.33
H 2.655 0.400 -1.434 0.39
H 3.015 1.154 0.167 0.52
H 2.104 2.949 -1.207 0.39
H 1.348 3.138 0.406 0.37
H 0.330 3.132 -1.034 0.14
C -2.345 3.043 -3.027 -0.61
O -2.384 2.459 -1.720 -0.40
H -2.135 4.119 -2.959 0.33
H -1.570 2.597 -3.648 0.28
H -3.303 2.940 -3.554 0.31
H -2.902 3.096 -1.193 0.33